The following is a DFT calculation (ωB97M-V/def2-TZVPD) of a structure of composition C24H53InO18P in a non-equilibrium geometry.

Each line ends with the Mulliken charge.
CARTESIAN COORDINATES (ANGSTROEM)
C: 5.25530 1.85874 3.55486  -1.0351
C: 4.57467 2.40177 2.28950  -0.6878
C: 3.25315 3.13910 2.52598  -0.7490
C: 2.21891 2.36342 3.34199  0.0906
C: 1.01150 1.90507 2.52765  -0.6359
C: 0.23324 3.01131 1.80266  -0.5177
C: -1.17580 3.29475 2.35988  0.1458
C: -1.29161 3.31284 3.89410  -0.7311
C: -1.80794 2.03872 4.57748  -1.1714
In: -3.54874 1.01594 3.63391  0.7771
P: -2.66489 -0.48167 1.70986  0.2233
O: -3.68735 -0.49880 0.63668  -0.5877
O: -2.26698 -2.02907 2.18342  -0.5118
O: -1.25598 0.10625 1.05657  -0.2803
H: 4.59781 1.86789 4.41626  0.2765
H: 6.08948 2.50713 3.81331  0.4248
H: 5.60518 0.84620 3.39639  0.2249
H: 4.36127 1.58153 1.60513  0.2935
H: 5.28333 3.03737 1.76496  0.4061
H: 3.49387 4.08519 3.01194  0.3246
H: 2.86371 3.40808 1.54878  0.3115
H: 1.90336 2.99460 4.16946  0.1536
H: 2.65222 1.47093 3.78633  0.1672
H: 1.40126 1.21226 1.77946  0.3835
H: 0.33817 1.31560 3.13559  0.1710
H: 0.79416 3.94101 1.75195  0.6122
H: 0.08995 2.69111 0.77219  -0.3464
H: -1.87087 2.61172 1.87750  0.0601
H: -1.43811 4.29221 2.00495  0.0357
H: -0.28274 3.50512 4.27135  0.1507
H: -1.86798 4.18317 4.19170  0.4579
H: -1.01664 1.31456 4.75036  0.3114
H: -2.14120 2.32408 5.57626  0.4765
H: -4.77734 2.09634 2.96741  -0.3999
H: -4.31717 -0.08403 4.81601  -0.3847
H: -1.42174 -1.96386 2.66132  0.2757
H: -0.60906 -0.58807 0.84756  0.2318
C: -2.89247 -2.62812 -0.93956  -0.4815
O: -3.15261 -3.68829 -1.89593  -0.3353
C: -2.07696 -4.16207 -2.49636  0.8004
O: -0.93867 -3.80474 -2.32087  -0.5633
O: -2.46382 -5.12350 -3.35316  -0.3582
C: -1.39189 -5.72498 -4.07304  -0.5778
H: -3.83378 -2.31812 -0.51630  0.3755
H: -2.24821 -2.99005 -0.14369  0.3257
H: -2.44261 -1.77623 -1.43882  0.1543
H: -0.69205 -6.21067 -3.39516  0.3088
H: -0.87213 -4.98487 -4.68041  0.2313
H: -1.83182 -6.47691 -4.72422  0.2052
C: -1.79851 9.37021 0.22341  -0.6209
O: -2.92107 8.65778 -0.29407  -0.3439
C: -2.70097 7.34789 -0.46829  0.8174
O: -1.66919 6.77564 -0.23279  -0.5185
O: -3.81359 6.79838 -0.94489  -0.3300
C: -3.71048 5.38720 -1.17903  -0.4660
H: -2.10833 10.40772 0.31587  0.2135
H: -1.51760 8.98774 1.20298  0.2917
H: -0.95231 9.30456 -0.45844  0.2832
H: -3.49942 4.85976 -0.25109  0.2378
H: -2.94247 5.17507 -1.92049  0.2058
H: -4.67003 5.05260 -1.56095  0.2280
C: 0.17815 3.46013 -2.62306  -0.5043
O: -0.93235 2.72652 -3.14234  -0.2924
C: -0.68511 1.42731 -3.32670  0.8382
O: 0.35906 0.87161 -3.10256  -0.5843
O: -1.78278 0.86027 -3.82685  -0.3441
C: -1.65006 -0.53855 -4.08915  -0.4383
H: -0.14293 4.49340 -2.52150  0.1872
H: 0.46648 3.08405 -1.64336  0.1797
H: 1.02187 3.40965 -3.30998  0.3206
H: -1.43410 -1.08372 -3.17393  0.0541
H: -0.87204 -0.71926 -4.82970  0.3081
H: -2.60051 -0.88332 -4.48807  0.2695
C: 2.18503 -3.85939 4.31637  -0.5833
O: 3.01798 -3.68148 5.46600  -0.3433
C: 3.32657 -2.40873 5.72218  0.8016
O: 2.97358 -1.45524 5.08153  -0.5218
O: 4.09402 -2.37789 6.81516  -0.3278
C: 4.49224 -1.06287 7.20472  -0.5511
H: 2.01260 -4.92763 4.22380  0.2234
H: 1.23297 -3.34973 4.44995  0.2598
H: 2.68257 -3.49341 3.42042  0.2833
H: 3.62260 -0.45095 7.43745  0.2874
H: 5.08265 -0.58890 6.42231  0.2374
H: 5.10029 -1.16838 8.09891  0.2084
C: 2.27857 -9.61939 -8.10571  -0.6349
O: 1.69926 -8.42904 -7.57020  -0.3058
C: 0.56967 -8.04992 -8.17138  0.7824
O: 0.03476 -8.61675 -9.08942  -0.5415
O: 0.13854 -6.93698 -7.57861  -0.2726
C: -1.07506 -6.41173 -8.12059  -0.6985
H: 3.17975 -9.80816 -7.52959  0.2182
H: 1.59714 -10.46116 -7.99801  0.2933
H: 2.54050 -9.48239 -9.15320  0.2912
H: -1.88716 -7.12797 -8.01056  0.3274
H: -0.95015 -6.14677 -9.16861  0.3414
H: -1.31206 -5.51771 -7.55116  0.2007

Atoms 1-6, force components in eV/Å:
C 0.00 0.52 -0.20
C -0.31 -0.48 0.06
C 0.75 0.15 0.06
C -0.34 0.13 -0.01
C 0.37 0.11 -0.43
C -0.56 -0.38 0.03

## Properties
LUMO in eV: 1.86
Total charge: -1
Gap between HOMO and LUMO in eV: 6.76


The following is a DFT calculation (ωB97M-V/def2-TZVPD) of a structure of composition C24H54As4CuF24N3 in a non-equilibrium geometry.

Each line ends with the Mulliken charge.
CARTESIAN COORDINATES (ANGSTROEM)
Cu: 0.16072 1.26986 -1.18548  1.5881
C: -5.37894 -1.84625 -3.05597  -1.3560
C: -5.42621 -2.98303 -2.01657  -0.1513
C: -4.62862 -2.45907 -0.67292  -0.8029
N: -4.08627 -3.64030 0.16119  0.5586
C: -3.09928 -3.04913 1.12720  -0.7921
C: -3.23496 -4.72837 -0.67908  -0.5424
C: -4.01010 -6.03010 -0.52478  -0.5485
C: -4.67862 -5.78600 0.84083  -0.6797
C: -5.24339 -4.39210 0.91428  -0.3851
H: -4.32193 -1.77999 -3.31370  0.2605
H: -5.69563 -0.86976 -2.68953  0.3609
H: -5.94123 -2.11707 -3.94961  0.4080
H: -5.04942 -3.88248 -2.50353  0.2381
H: -6.48435 -3.15378 -1.81833  0.3844
H: -5.42697 -1.90435 -0.17996  0.4240
H: -3.79832 -1.81903 -0.97132  0.2176
H: -2.92057 -3.90331 1.78029  0.3994
H: -3.68448 -2.25725 1.59472  0.4596
H: -2.28437 -2.62605 0.53982  -0.1896
H: -2.20662 -4.81684 -0.32867  0.2853
H: -2.98902 -4.43354 -1.69922  0.3467
H: -3.36644 -6.90935 -0.49773  0.3704
H: -4.77235 -6.05137 -1.30364  0.3135
H: -3.89236 -5.91801 1.58411  0.2629
H: -5.37957 -6.59278 1.05502  0.4465
H: -5.20917 -4.04397 1.94662  0.2226
H: -6.17103 -4.19329 0.37755  0.3620
C: -3.82574 3.34240 3.96914  -1.3612
C: -2.99691 4.46401 3.17689  -0.2868
C: -1.49580 4.21383 3.09580  0.1425
N: -0.72382 5.49315 2.66648  0.2070
C: -0.61040 6.43020 3.90276  -0.9815
C: -1.30142 6.29556 1.56638  0.0621
C: -0.16462 6.93071 0.90103  -0.8741
C: 1.14312 6.13254 1.25185  -0.5436
C: 0.70095 5.11644 2.24050  0.1504
H: -3.73441 2.39307 3.44139  0.2836
H: -4.87762 3.62569 3.93181  0.4173
H: -3.56896 3.27293 5.02618  0.3701
H: -3.21529 5.37676 3.73122  0.2560
H: -3.42713 4.58943 2.18327  0.2256
H: -1.50596 3.37727 2.39711  -0.4841
H: -1.07335 3.79444 4.00890  0.5732
H: -0.33934 5.72278 4.68647  0.3677
H: -1.64075 6.73946 4.07835  0.3988
H: 0.10562 7.23957 3.76012  0.3528
H: -2.17006 6.89302 1.84315  0.5507
H: -1.67393 5.51210 0.90644  -0.3070
H: -0.03565 7.91034 1.36124  0.3462
H: -0.25724 7.08023 -0.17468  0.5050
H: 1.90552 6.80063 1.65247  0.3072
H: 1.57534 5.66537 0.36696  0.1750
H: 1.37658 4.91906 3.07276  0.4791
H: 0.67048 4.12712 1.78398  -0.4268
C: 5.57576 -5.02192 -3.77457  -1.3506
C: 4.91062 -3.94747 -2.88042  -0.4338
C: 5.83330 -3.58450 -1.65248  -0.6309
N: 5.31722 -2.51726 -0.62110  0.5429
C: 4.33477 -3.17897 0.34062  -1.1446
C: 4.48899 -1.37697 -1.25203  -0.4068
C: 5.58547 -0.34282 -1.64757  -0.2656
C: 6.89790 -0.67631 -0.84065  -0.7705
C: 6.56750 -1.84444 0.02841  -0.5966
H: 6.41618 -4.51928 -4.25328  0.3438
H: 4.85856 -5.30306 -4.54573  0.3819
H: 5.86541 -5.88582 -3.17634  0.3660
H: 3.89726 -4.19175 -2.56176  0.3774
H: 4.70340 -3.07441 -3.49925  0.3569
H: 6.74449 -3.19571 -2.10711  0.4032
H: 5.93602 -4.57634 -1.21223  0.3124
H: 4.84594 -4.00482 0.83536  0.3747
H: 3.50133 -3.60614 -0.21706  0.3561
H: 4.07793 -2.48953 1.14486  0.5005
H: 3.89746 -0.97997 -0.42706  -0.0309
H: 3.77182 -1.64830 -2.02673  0.3035
H: 5.13181 0.58551 -1.30043  0.0649
H: 5.88158 -0.18774 -2.68506  0.3612
H: 7.21626 0.11012 -0.15635  0.3761
H: 7.83699 -0.98178 -1.30206  0.3232
H: 6.26756 -1.39443 0.97479  0.3710
H: 7.41457 -2.50527 0.21249  0.3395
As: 0.33241 0.26536 2.43972  1.8025
F: 0.54312 -0.43535 4.04251  -0.4848
F: 0.82454 1.80736 2.98654  -0.3894
F: 0.17224 0.80909 0.70786  0.0698
F: -0.40129 -1.28073 1.91087  -0.4104
F: -1.36442 0.94700 2.72937  -0.5311
F: 2.04198 -0.25334 2.09037  -0.4822
As: -0.04386 -1.92864 -1.76252  1.9289
F: 1.17599 -2.88044 -2.61871  -0.4205
F: 0.49032 -0.43425 -2.67915  -0.6240
F: -1.19155 -0.79472 -0.85527  -0.3447
F: -0.44190 -3.29582 -0.67872  -0.4991
F: 1.25126 -1.46012 -0.56128  -0.4706
F: -1.31596 -2.33010 -2.96721  -0.4515
As: -2.61080 3.07843 -1.26236  2.1476
F: -3.18385 1.90901 -0.04789  -0.4904
F: -1.11194 3.23721 -0.37362  -0.4935
F: -1.99036 4.18726 -2.55950  -0.5104
F: -4.04198 2.71555 -2.25698  -0.4941
F: -3.43246 4.42805 -0.40147  -0.4947
F: -1.77819 1.74489 -2.14077  -0.6643
As: 2.73825 2.58151 -1.79975  1.9295
F: 1.27271 2.24787 -2.84441  -0.5565
F: 2.91221 4.19767 -2.48618  -0.4521
F: 4.04766 2.97627 -0.62825  -0.4937
F: 2.40198 0.95458 -1.20519  -0.2765
F: 3.89261 1.83737 -2.95593  -0.4830
F: 1.41555 2.96748 -0.57923  -0.5524

Atoms 1-6, force components in eV/Å:
Cu -0.03 0.12 -0.31
C 0.86 -0.55 0.17
C 0.24 1.46 0.81
C -1.34 -2.38 -2.70
N 0.36 0.65 -1.43
C -1.58 -0.17 -0.21

## Properties
LUMO (alpha / beta) in eV: -2.40 / -5.69
Total charge: +1
<S²>: 0.75
Gap between HOMO and LUMO (alpha / beta) in eV: 11.31 / 8.02
Spin multiplicity: 2


The following is a DFT calculation (ωB97M-V/def2-TZVPD) of a cluster of 4 separate species, C24H54N4O3 in total in a non-equilibrium geometry.

Each line ends with the Mulliken charge.
CARTESIAN COORDINATES (ANGSTROEM)
C: -3.99042 -1.15078 -3.58896  -1.4125
C: -2.98168 -2.33458 -3.37442  -0.2660
C: -1.54701 -2.11928 -3.89104  -0.5520
N: -0.45994 -3.09913 -3.50249  0.5874
C: -0.31915 -3.17391 -1.96945  -1.1278
C: -0.77878 -4.53869 -4.01113  -0.6819
C: 0.60588 -5.13884 -4.19731  -0.7162
C: 1.42200 -4.02045 -4.78557  -0.5771
C: 0.94408 -2.78134 -4.10754  -0.6406
H: -4.02517 -0.88906 -4.64651  0.3914
H: -3.76962 -0.25442 -3.00940  0.2308
H: -5.03232 -1.43207 -3.43592  0.4284
H: -3.39406 -3.24779 -3.80350  0.3880
H: -2.99201 -2.47252 -2.29324  0.1913
H: -1.20023 -1.15835 -3.51098  0.1722
H: -1.42290 -1.96391 -4.96276  0.5739
H: -1.30452 -3.39415 -1.55883  0.3665
H: 0.08077 -2.21295 -1.64580  0.2279
H: 0.43347 -3.91265 -1.69387  0.4270
H: -1.41576 -5.16850 -3.39009  0.3155
H: -1.26721 -4.43763 -4.98031  0.4556
H: 1.04909 -5.49285 -3.26653  0.3064
H: 0.63416 -5.95360 -4.92082  0.4006
H: 2.50090 -4.15420 -4.70676  0.3223
H: 1.15464 -3.95430 -5.84019  0.3369
H: 1.64653 -2.33825 -3.40160  0.3905
H: 0.75855 -1.97082 -4.81233  0.3992
C: 0.92297 -1.29804 1.79132  -0.8087
C: 2.10890 -0.39765 1.25608  0.3824
C: 2.93689 0.08416 2.52691  -1.4118
N: 4.04556 1.12145 2.17250  0.3348
C: 4.87922 1.32746 3.45743  -1.0866
C: 3.65474 2.55460 1.60023  -0.1346
C: 4.39496 2.62070 0.28882  -0.7043
C: 4.55468 1.18784 -0.16007  -0.0049
C: 4.91943 0.40290 1.11837  -0.8136
H: 1.24259 -2.05842 2.50390  0.5375
H: 0.44080 -1.84472 0.98093  -0.1631
H: 0.20592 -0.67903 2.33056  0.1098
H: 1.82013 0.50703 0.72104  -0.0677
H: 2.75215 -0.90983 0.54053  0.6030
H: 3.40974 -0.75464 3.03773  0.3677
H: 2.25055 0.46943 3.28096  0.4393
H: 5.31424 0.41160 3.85750  0.3448
H: 4.24427 1.85489 4.16930  0.3867
H: 5.69424 1.97140 3.12701  0.5007
H: 3.99214 3.31636 2.30306  0.3886
H: 2.58228 2.74667 1.56802  -0.0260
H: 5.39221 3.04570 0.40266  0.3449
H: 3.81698 3.22187 -0.41306  0.3679
H: 5.25235 1.23996 -0.99591  0.5021
H: 3.63037 0.88389 -0.65135  -0.1795
H: 5.92859 0.73252 1.36545  0.4609
H: 4.80343 -0.66736 1.28927  0.3200
C: -2.88048 4.46505 4.95997  -1.4570
C: -2.55754 3.17262 4.18095  -0.0137
C: -2.90890 3.33577 2.73457  -0.8455
N: -2.48565 2.08514 1.91121  0.4774
C: -0.97119 1.96331 1.86451  -1.2069
C: -3.13840 2.14768 0.50009  -0.4867
C: -3.70258 0.74582 0.24697  -0.0175
C: -3.04801 -0.12960 1.27940  -0.1418
C: -3.03229 0.78284 2.47095  -0.8033
H: -3.92036 4.75590 4.81110  0.3579
H: -2.17745 5.21082 4.58891  0.3604
H: -2.74748 4.43771 6.04148  0.3783
H: -3.16743 2.40243 4.65313  0.3336
H: -1.48384 3.03081 4.30408  0.1405
H: -2.58563 4.25602 2.24801  0.4320
H: -3.99356 3.25352 2.66499  0.4739
H: -0.60345 1.62575 2.83348  0.3750
H: -0.63397 2.97728 1.64948  0.3939
H: -0.72741 1.15458 1.17556  0.2293
H: -2.29455 2.31799 -0.16849  0.2577
H: -3.83874 2.98184 0.54245  0.4503
H: -3.56210 0.45497 -0.79408  -0.3123
H: -4.78534 0.76082 0.37151  0.4082
H: -2.08189 -0.44968 0.88921  -0.2032
H: -3.54597 -1.08570 1.44069  0.5486
H: -2.39880 0.38396 3.26322  0.3787
H: -4.05461 1.00893 2.77400  0.4838
N: 0.74856 0.89683 -1.88804  0.8136
O: -0.28559 0.67549 -1.22505  -0.4177
O: 0.85229 0.26575 -2.95602  -0.6347
O: 1.49270 1.78962 -1.53010  -0.6807

Atoms 1-6, force components in eV/Å:
C 0.54 -0.49 -1.19
C -0.47 -0.08 0.21
C 0.49 1.67 0.25
N -0.15 -1.74 1.51
C 0.15 0.49 -0.95
C 0.89 0.21 -0.53

## Properties
LUMO in eV: -4.14
Total charge: +2
Gap between HOMO and LUMO in eV: 8.68
Energy relative to the best compared isomer or geometry (same formula, charge and spin) in kcal/mol: 39.62


| no. | E (eV) |
| --- | --- |
| 1 | -77067.568 |
| 2 | -383451.894 |
| 3 | -37848.178 |